This record from the Open Molecules 2025 dataset describes 2 unconnected molecules or ions with the total composition C4H11N3O2 in a non-equilibrium geometry. The level of theory is wB97M-V/def2-TZVPD.

structure (SMILES)	CN=C(N)N.CC(=O)O
HOMO	-8.9	eV
energy relative to the best compared isomer or geometry (same formula, charge and spin)	39.72	kcal per mole

Each atom is followed by the atoms it is bonded to, with distances in Å.
Element x y z (Å)
1 C 1.641 -1.807 0.088  C2 1.511, H5 1.094, H6 1.089, H7 1.090
2 C 1.606 -1.390 -1.364  C1 1.511, O3 1.195, O4 1.371
3 O 1.918 -2.094 -2.278  C2 1.195
4 O 1.331 -0.066 -1.588  C2 1.371, H15 0.970
5 H 1.049 -2.723 0.169  C1 1.094
6 H 1.052 -1.053 0.609  C1 1.089
7 H 2.651 -1.786 0.501  C1 1.090
8 C 0.615 1.818 0.680  N11 1.456, H18 1.087, H19 1.069, H20 1.129
9 C -1.661 0.901 1.081  N10 1.443, N11 1.255, N12 1.420
10 N -3.038 1.227 0.796  C9 1.443, H13 1.009, H14 1.028
11 N -0.839 1.790 0.753  C8 1.456, C9 1.255
12 N -1.547 -0.400 1.638  C9 1.420, H16 1.022, H17 1.023
13 H -3.182 2.225 0.843  N10 1.009
14 H -3.608 0.884 1.579  N10 1.028
15 H 0.977 0.270 -2.426  O4 0.970
16 H -0.565 -0.676 1.572  N12 1.022
17 H -2.025 -1.066 1.026  N12 1.023
18 H 1.019 0.869 1.022  C8 1.087
19 H 1.051 2.695 1.107  C8 1.069
20 H 0.706 1.983 -0.433  C8 1.129

=====

This record from the Open Molecules 2025 dataset describes 2 unconnected molecules or ions with the total composition C4H11N3O2 in a non-equilibrium geometry. The level of theory is wB97M-V/def2-TZVPD.

structure (SMILES)	[H]/N=C(/N)NC.CC(=O)O
HOMO	-9.0	eV
energy relative to the best compared isomer or geometry (same formula, charge and spin)	28.59	kcal per mole

Each atom is followed by the atoms it is bonded to, with distances in Å.
Element x y z (Å)
1 C 0.055 0.501 -1.243  N4 1.447, H11 1.069, H12 1.082, H13 1.091
2 C -0.493 2.705 -0.236  N3 1.246, N4 1.394, N5 1.416
3 N 0.592 3.132 0.202  C2 1.246, H6 0.999
4 N -0.871 1.418 -0.616  C1 1.447, C2 1.394, H8 1.005
5 N -1.654 3.513 -0.179  C2 1.416, H9 1.002, H10 1.005
6 H 1.513 2.744 0.222  N3 0.999
7 H -0.078 -1.238 1.996  O16 0.968
8 H -1.814 1.412 -0.962  N4 1.005
9 H -2.405 3.170 0.390  N5 1.002
10 H -1.462 4.478 0.027  N5 1.005
11 H -0.313 0.220 -2.207  C1 1.069
12 H 0.209 -0.353 -0.598  C1 1.082
13 H 1.048 0.863 -1.513  C1 1.091
14 C 1.227 -3.578 0.350  C15 1.496, H18 1.086, H19 1.088, H20 1.093
15 C 0.144 -2.840 1.072  C14 1.496, O16 1.364, O17 1.198
16 O 0.578 -1.582 1.373  H7 0.968, C15 1.364
17 O -0.980 -3.182 1.305  C15 1.198
18 H 1.379 -3.349 -0.701  C14 1.086
19 H 1.169 -4.661 0.430  C14 1.088
20 H 2.156 -3.373 0.889  C14 1.093

=====

This record from the Open Molecules 2025 dataset describes 2 unconnected molecules or ions with the total composition C4H11N3O2 in a non-equilibrium geometry. The level of theory is wB97M-V/def2-TZVPD.

structure (SMILES)	[H]/N=C(/N)NC.CC(=O)O
HOMO	-8.7	eV
energy relative to the best compared isomer or geometry (same formula, charge and spin)	27.84	kcal per mole

Each atom is followed by the atoms it is bonded to, with distances in Å.
Element x y z (Å)
1 C -0.481 -1.042 -4.280  C2 1.495, H5 1.087, H6 1.093, H7 1.089
2 C -1.014 -0.354 -3.064  C1 1.495, O3 1.388, O4 1.190
3 O -0.383 -0.735 -1.888  C2 1.388, H14 0.965
4 O -1.824 0.512 -2.973  C2 1.190
5 H -0.466 -2.128 -4.293  C1 1.087
6 H 0.548 -0.708 -4.432  C1 1.093
7 H -1.077 -0.698 -5.124  C1 1.089
8 C 0.272 1.434 0.945  N11 1.465, H18 1.090, H19 1.085, H20 1.074
9 C 0.891 0.028 2.842  N10 1.276, N11 1.384, N12 1.375
10 N 2.143 0.110 2.611  C9 1.276, H13 1.011
11 N -0.109 0.682 2.144  C8 1.465, C9 1.384, H15 1.001
12 N 0.424 -0.519 4.014  C9 1.375, H16 1.006, H17 1.005
13 H 2.403 0.129 1.635  N10 1.011
14 H 0.161 -1.509 -2.080  O3 0.965
15 H -1.048 0.341 2.085  N11 1.001
16 H -0.335 -0.090 4.515  N12 1.006
17 H 1.088 -0.930 4.646  N12 1.005
18 H -0.560 2.100 0.720  C8 1.090
19 H 0.511 0.801 0.097  C8 1.085
20 H 0.932 2.213 1.277  C8 1.074

=====

This record from the Open Molecules 2025 dataset describes 2 unconnected molecules or ions with the total composition C4H11N3O2 in a non-equilibrium geometry. The level of theory is wB97M-V/def2-TZVPD.

structure (SMILES)	[H]/N=C(\N)NC.CC(=O)O
HOMO	-9.1	eV
energy relative to the best compared isomer or geometry (same formula, charge and spin)	64.70	kcal per mole

Each atom is followed by the atoms it is bonded to, with distances in Å.
Element x y z (Å)
1 C -0.737 -1.081 -1.089  N4 1.437, H11 1.074, H12 1.144, H13 1.056
2 C -0.915 1.355 -1.406  N3 1.292, N4 1.446, N5 1.416
3 N 0.364 1.512 -1.313  C2 1.292, H7 1.000
4 N -1.474 0.133 -0.872  C1 1.437, C2 1.446, H8 0.957
5 N -1.821 2.444 -1.405  C2 1.416, H9 0.999, H10 0.962
6 H 1.543 0.235 0.053  O16 0.935
7 H 0.815 2.314 -1.705  N3 1.000
8 H -2.355 0.030 -0.512  N4 0.957
9 H -2.718 2.539 -1.836  N5 0.999
10 H -1.337 3.260 -1.566  N5 0.962
11 H 0.120 -1.142 -1.733  C1 1.074
12 H -1.443 -1.828 -1.592  C1 1.144
13 H -0.320 -1.519 -0.223  C1 1.056
14 C 1.283 -1.783 2.469  C15 1.550, H18 1.153, H19 1.122, H20 1.133
15 C 1.782 -0.503 1.751  C14 1.550, O16 1.368, O17 1.180
16 O 2.097 -0.421 0.423  H6 0.935, C15 1.368
17 O 1.396 0.401 2.405  C15 1.180
18 H 0.938 -1.308 3.461  C14 1.153
19 H 2.238 -2.251 2.826  C14 1.122
20 H 0.542 -2.390 1.864  C14 1.133